[1]
Molecular formula: C6H20N10O8Zn
Method: DFT, ωB97M-V/def2-TZVPD

Energy above the lowest of the compared OMol25 structures with the same formula, charge and spin ... 19.05 kcal/mol
LUMO energy (alpha / beta) ... -2.31 / -2.98 eV
F_max ... 7.584 eV Å⁻¹
Electronic energy ... -3169.36113 a.u.

Geometry as ORCA input:
```
! wB97M-V def2-TZVPD RIJCOSX def2/J DEFGRID3
* xyz 1 2
Zn -30.1310 -6.1063 -14.5455
C -30.6925 -3.2654 -15.6154
O -30.7401 -4.2434 -14.8549
O -29.9569 -2.2836 -15.6373
O -31.3325 -3.2691 -16.6810
C -32.3470 -7.8335 -16.1399
O -31.6154 -7.1312 -15.4818
N -33.5377 -7.6362 -16.5928
N -31.8457 -8.8614 -16.6717
H -34.1814 -6.9265 -16.2734
H -33.7415 -8.0865 -17.4736
H -32.5076 -9.5968 -16.8748
H -30.8577 -9.0710 -16.6803
C -29.2587 -6.3510 -17.4052
O -28.9594 -6.3241 -16.2228
N -29.9642 -5.4822 -18.0681
N -28.9671 -7.3336 -18.1625
H -30.4004 -5.6568 -18.9622
H -30.3234 -4.7191 -17.5124
H -28.2822 -8.0526 -17.9780
H -29.4134 -7.2230 -19.0618
C -28.8637 -9.1699 -14.0013
O -29.3370 -8.0357 -14.1194
N -27.6499 -9.4684 -14.3343
N -29.5243 -10.1810 -13.6459
H -27.1164 -8.7085 -14.7318
H -27.3457 -10.4234 -14.2094
H -30.4574 -10.1703 -13.2594
H -29.0652 -11.0806 -13.6535
C -32.2607 -5.8378 -12.3299
O -31.1157 -6.1207 -12.7786
N -32.7095 -4.6780 -12.3729
N -33.1735 -6.6996 -11.9696
H -33.6673 -4.5798 -12.0676
H -32.1587 -4.1730 -13.0524
H -34.0383 -6.5059 -11.4851
H -32.8756 -7.6643 -11.9968
C -27.6119 -4.6817 -12.8526
O -28.3979 -5.4553 -13.4310
N -27.1655 -3.5266 -13.2128
N -27.2086 -4.8923 -11.6607
H -27.2007 -3.1055 -14.1302
H -26.7608 -2.9822 -12.4646
H -27.0297 -3.9960 -11.2309
H -27.6852 -5.7260 -11.3478
*
```

These are the natural (NBO) partial charges, in e, on atoms 1 to 5: 1.774 0.921 -0.893 -0.465 -0.487


[2]
Molecular formula: C6H20N2O2
Method: DFT, ωB97M-V/def2-TZVPD

Energy above the lowest of the compared OMol25 structures with the same formula, charge and spin ... 42.92 kcal/mol
LUMO energy ... 0.26 eV
F_max ... 1.564 eV Å⁻¹
Structure (SMILES) ... CN(C)CCCCN.O.O
Electronic energy ... -500.53755 a.u.

Geometry as ORCA input:
```
! wB97M-V def2-TZVPD RIJCOSX def2/J DEFGRID3
* xyz 0 1
C -0.3222 1.7969 0.5910
C -1.7129 1.5016 0.0146
C -2.5341 0.4897 0.8727
N -1.8688 -0.7558 1.1840
C 0.9031 1.4358 -0.2515
N 1.8390 0.5522 0.4355
C 2.1160 0.7985 1.8558
C 3.0927 0.5332 -0.3179
H -0.2637 1.2742 1.5121
H -0.2430 2.8280 0.9459
H -1.6218 1.0152 -0.9539
H -2.3288 2.3962 -0.0468
H -2.9330 0.9290 1.7839
H -3.3544 0.2353 0.1992
H -0.9370 -0.7228 1.5660
H -1.9472 -1.4752 0.4810
H 0.6095 0.8948 -1.1523
H 1.3994 2.3575 -0.5662
H 3.1196 0.4626 2.0620
H 1.3986 0.3026 2.4756
H 2.0343 1.8714 2.0844
H 3.0282 0.0023 -1.2792
H 3.3988 1.5449 -0.5884
H 3.8341 -0.1001 0.1684
H 1.0894 -2.9305 -2.1618
H 0.7734 -1.6721 -2.9347
O 1.4228 -2.3773 -2.8755
H -3.3749 -2.2260 -0.8145
H -2.2448 -2.9693 -1.5108
O -2.8218 -3.0082 -0.7432
*
```

These are the natural (NBO) partial charges, in e, on atoms 1 to 5: -0.430 -0.402 -0.200 -0.874 -0.204


[3]
Molecular formula: C6H20N2O2
Method: DFT, ωB97M-V/def2-TZVPD

Energy above the lowest of the compared OMol25 structures with the same formula, charge and spin ... 49.83 kcal/mol
LUMO energy ... 0.76 eV
F_max ... 3.541 eV Å⁻¹
Structure (SMILES) ... CCCCNCCN.O.O
Electronic energy ... -500.52652 a.u.

Geometry as ORCA input:
```
! wB97M-V def2-TZVPD RIJCOSX def2/J DEFGRID3
* xyz 0 1
C -1.1563 0.8289 0.6303
N -0.7034 1.2775 -0.6912
C 0.5214 2.1357 -0.5742
C 1.8272 1.4345 0.0589
N 1.9495 1.7935 1.4935
C -1.2761 -0.6914 0.7810
C 0.5631 -2.5054 1.2287
C -0.3145 -1.4375 1.8241
H -0.5205 1.2327 1.4709
H -2.1052 1.3329 0.9165
H -0.3708 0.4288 -1.1456
H 0.3401 3.0140 0.0151
H 0.8460 2.3141 -1.5891
H 1.6613 0.3387 0.0324
H 2.6363 1.8105 -0.5214
H 2.8835 1.5146 1.7751
H 1.2997 1.2538 2.0392
H -2.2468 -1.0247 1.1489
H -0.9529 -1.1608 -0.1637
H 1.5132 -2.6579 1.7450
H -0.1858 -3.3370 1.1543
H 0.9680 -2.5328 0.2109
H 0.2079 -0.6674 2.3455
H -1.0159 -1.8805 2.5638
H -2.1011 0.7442 -2.8259
H -2.4618 -0.7589 -2.3424
O -2.2584 -0.1744 -3.0824
H 0.9130 -0.7127 -2.9599
H -0.6185 -0.8124 -3.0362
O 0.1577 -1.1002 -2.5023
*
```

These are the natural (NBO) partial charges, in e, on atoms 1 to 5: -0.234 -0.663 -0.222 -0.247 -0.841


[4]
Molecular formula: C6H20N2O3
Method: DFT, ωB97M-V/def2-TZVPD

Energy above the lowest of the compared OMol25 structures with the same formula, charge and spin ... 42.21 kcal/mol
LUMO energy ... 0.65 eV
F_max ... 4.135 eV Å⁻¹
Structure (SMILES) ... C/C(=C\N)C[C@H](C)N.O.O.O
Electronic energy ... -575.75660 a.u.

Geometry as ORCA input:
```
! wB97M-V def2-TZVPD RIJCOSX def2/J DEFGRID3
* xyz 0 1
C -0.4615 0.4170 3.0740
C -0.9053 -0.2131 1.6807
C 0.3223 -0.1156 0.7364
C -0.2225 0.2781 -0.7006
C -1.3262 -0.3164 -1.1523
N -1.6576 0.0618 -2.4776
C 0.6741 1.3175 -1.2720
N -1.2592 -1.5861 1.9104
H -0.0469 1.4116 2.9318
H -1.3939 0.4941 3.7280
H 0.1385 -0.2805 3.6344
H -1.7203 0.5036 1.4993
H 0.9948 0.6497 1.0633
H 0.8675 -1.0471 0.6594
H -1.8999 -1.1738 -0.8094
H -2.5852 -0.1727 -2.7578
H -0.9851 0.2495 -3.1990
H 1.7149 1.1339 -0.8790
H 0.7725 1.5445 -2.3560
H 0.4900 2.2697 -0.7419
H -1.9864 -1.7157 2.5832
H -0.3972 -2.1377 2.0495
H 1.6755 -3.0743 -0.1353
H 1.8973 -2.4170 -1.5448
O 2.1955 -3.0361 -0.9137
H 3.4202 -1.2318 -2.1084
H 2.0706 -0.3394 -2.2318
O 2.6301 -1.0114 -2.5762
H -1.0522 3.7086 -0.4658
H -1.1532 2.4440 0.3659
O -0.8113 3.3853 0.4053
*
```

These are the natural (NBO) partial charges, in e, on atoms 1 to 5: -0.622 -0.042 -0.430 -0.085 -0.025


[5]
Molecular formula: C6H20N2Si2
Method: DFT, ωB97M-V/def2-TZVPD

Energy above the lowest of the compared OMol25 structures with the same formula, charge and spin ... 130.36 kcal/mol
LUMO energy ... 0.69 eV
F_max ... 3.455 eV Å⁻¹
Electronic energy ... -928.95474 a.u.

Geometry as ORCA input:
```
! wB97M-V def2-TZVPD RIJCOSX def2/J DEFGRID3
* xyz 0 1
C 2.6934 0.0659 1.1877
C -1.2074 -3.2063 0.0322
C -0.9997 2.0677 -0.8954
C -2.7860 0.7319 1.3033
C 1.8583 1.2375 0.7145
C 0.4845 1.2977 1.3773
N -1.3352 -1.8828 0.0549
N -0.5201 -0.8921 -0.0436
Si 1.1552 -1.3581 -2.7698
Si -0.9986 0.6471 0.4173
H 3.8385 0.1801 0.8312
H 2.7242 0.0937 2.3164
H 2.4112 -0.9497 0.7808
H -2.0444 -3.9123 0.0490
H 0.0068 -0.6706 -3.3128
H -0.1192 -3.5579 -0.1735
H -2.0588 2.4629 -1.1074
H -0.5176 2.9976 -0.5375
H -0.6724 1.9040 -1.8637
H -3.7975 0.6139 0.6906
H -2.9099 -0.0227 2.0518
H -2.8027 1.7235 1.7458
H 2.3756 2.1984 0.9416
H 1.8989 1.1080 -0.4412
H 0.3755 2.3744 1.5451
H 0.6991 0.8299 2.3270
H -2.3225 -1.6230 0.0708
H 0.5403 -2.5436 -1.9965
H 2.3222 -1.4874 -3.5540
H 1.7082 -0.4276 -1.7417
*
```

These are the natural (NBO) partial charges, in e, on atoms 1 to 5: -0.609 -0.255 -1.115 -1.109 -0.398


[6]
Molecular formula: C6H20N3OPb
Method: DFT, ωB97M-V/def2-TZVPD

Energy above the lowest of the compared OMol25 structures with the same formula, charge and spin ... 0.00 kcal/mol
LUMO energy ... 2.74 eV
F_max ... 3.243 eV Å⁻¹
Electronic energy ... -672.81241 a.u.

Geometry as ORCA input:
```
! wB97M-V def2-TZVPD RIJCOSX def2/J DEFGRID3
* xyz -1 1
C -0.0414 -2.6346 0.7982
Pb -0.9786 -0.6193 0.7361
N 0.7594 -0.4776 -1.0714
H -3.1245 1.6981 1.2084
H -2.4472 1.7540 0.8647
H -0.6721 -3.2176 1.4846
H 0.9701 -2.5230 1.2102
H -0.0222 -3.0816 -0.2042
H 1.5732 -0.0471 -0.6232
H 0.4287 0.1787 -1.7836
H 1.0679 -1.3421 -1.5158
C -0.4964 3.2591 -2.0761
N -0.3424 3.8900 -0.7774
C -0.7181 5.2864 -0.6794
C 0.0259 3.0724 0.2426
O 0.0984 1.8264 -0.0020
N 0.3666 3.4968 1.4892
C 0.3587 4.8627 1.9628
C 0.8043 2.4669 2.4171
H -0.7896 4.0325 -2.7886
H -1.2631 2.4734 -2.0566
H 0.4483 2.8089 -2.4056
H -1.3803 5.4681 0.1778
H 0.1634 5.9432 -0.6214
H -1.2677 5.5316 -1.5929
H -0.6612 5.2690 2.0208
H 0.7828 4.8573 2.9707
H 0.9833 5.5125 1.3310
H -0.0129 1.7649 2.6498
H 1.6406 1.8859 2.0034
H 1.1274 2.9592 3.3416
*
```

These are the natural (NBO) partial charges, in e, on atoms 1 to 5: -1.221 -0.275 -1.053 -0.020 0.010


[7]
Molecular formula: C6H20NO4
Method: DFT, ωB97M-V/def2-TZVPD

Energy above the lowest of the compared OMol25 structures with the same formula, charge and spin ... 58.55 kcal/mol
LUMO energy ... -3.18 eV
F_max ... 3.843 eV Å⁻¹
Electronic energy ... -596.01421 a.u.

Geometry as ORCA input:
```
! wB97M-V def2-TZVPD RIJCOSX def2/J DEFGRID3
* xyz 1 1
O -0.7540 1.7918 -3.9230
C -0.4212 0.8012 -3.2860
C -1.2773 0.1862 -2.2065
C -0.4890 -0.8601 -1.3349
C 0.6203 -0.3129 -0.4722
C 0.2328 0.8866 0.3908
C 0.2978 0.7175 1.8773
N -0.7950 -0.1684 2.6174
H 0.5329 0.2515 -3.5185
H -1.9929 -0.3631 -2.8112
H -1.7760 0.9853 -1.5809
H -1.2246 -1.3559 -0.7090
H -0.0869 -1.5365 -2.0403
H 1.5598 -0.1056 -1.1057
H 0.8095 -1.1517 0.2771
H -0.7841 1.2622 0.0711
H 0.9998 1.6680 0.1395
H 1.3783 0.2489 2.1733
H 0.4140 1.6635 2.3344
H -1.3591 0.3177 3.2807
H -1.3515 -0.8350 1.9810
H -0.2795 -0.7214 3.3301
H 2.2799 -1.7425 3.5994
H 1.0607 -2.8197 3.2619
O 1.2568 -1.8379 3.3810
H -1.4269 3.4361 -0.9304
H -1.5269 3.7550 0.6461
O -1.4648 3.0478 -0.0612
H 2.0517 -4.2333 0.6389
H 3.1089 -3.4259 0.8051
O 2.1367 -3.3305 0.8563
*
```

These are the natural (NBO) partial charges, in e, on atoms 1 to 5: -0.509 0.429 -0.524 -0.391 -0.420


[8]
Molecular formula: C6H20NO5
Method: DFT, ωB97M-V/def2-TZVPD

Energy above the lowest of the compared OMol25 structures with the same formula, charge and spin ... 0.00 kcal/mol
LUMO energy ... 3.46 eV
F_max ... 0.940 eV Å⁻¹
Electronic energy ... -671.61401 a.u.

Geometry as ORCA input:
```
! wB97M-V def2-TZVPD RIJCOSX def2/J DEFGRID3
* xyz -1 1
C -1.7979 0.4427 -1.4426
O -1.3907 -0.5190 -2.3691
C -0.7397 0.7437 -0.3554
C -0.0455 2.0904 -0.5929
C 1.4066 2.1084 -0.0895
C 3.1920 0.3893 -0.2742
C 2.2648 1.1373 -0.8458
N -1.2985 0.6930 1.0134
H -2.7410 0.1475 -0.9435
H -2.0489 1.3501 -2.0107
H 0.0077 -0.0479 -0.4048
H -0.0372 2.2845 -1.6690
H -0.6234 2.8960 -0.1312
H 1.4108 1.9008 0.9783
H 1.8190 3.1212 -0.1862
H 3.4176 0.3778 0.7881
H 3.8166 -0.3248 -0.8033
H 2.0451 1.0475 -1.9057
H -2.1296 1.2738 1.0631
H -1.5696 -0.2662 1.2381
H -0.0882 1.2392 2.4821
H -0.4679 2.5402 3.1254
O 0.2012 1.8698 3.1727
H -1.0764 -1.3865 -1.8709
H -0.8953 -3.3126 -1.5345
O -0.6399 -2.5035 -1.0750
H -1.0142 -2.7724 1.7380
H -1.4226 -2.3878 0.2781
O -1.7472 -2.3605 1.2552
H 1.4777 -1.8222 0.9387
H 0.7032 -2.6592 -0.0871
O 1.3850 -2.7363 0.6482
*
```

These are the natural (NBO) partial charges, in e, on atoms 1 to 5: -0.052 -0.801 -0.100 -0.386 -0.453


[9]
Molecular formula: C6H20NO6
Method: DFT, ωB97M-V/def2-TZVPD

LUMO energy (alpha / beta) ... -7.99 / -11.22 eV
F_max ... 2.799 eV Å⁻¹
Electronic energy ... -746.07629 a.u.

Geometry as ORCA input:
```
! wB97M-V def2-TZVPD RIJCOSX def2/J DEFGRID3
* xyz 2 2
O -0.1932 1.1725 1.2754
C -0.9714 1.9333 1.8087
C -2.4810 1.6054 1.7903
C -2.6316 0.1246 1.3030
C -1.9931 -0.1977 0.0440
C -0.9754 -1.1158 0.0067
N -0.4787 -1.7693 -1.1424
C -0.1307 -3.0101 -1.0752
H -0.5826 2.8071 2.3156
H -3.0726 2.3213 1.2209
H -2.8757 1.7886 2.8016
H -3.6935 -0.1368 1.3250
H -2.2719 -0.5488 2.1304
H -2.4333 0.2420 -0.8737
H -0.5380 -1.3182 0.9972
H -0.2843 -1.1953 -1.9804
H -0.2991 -3.4947 -0.1156
H 0.1417 -3.5908 -1.9455
H 3.2553 0.9957 1.1793
H 4.1329 -0.3545 1.2393
O 3.5696 0.2139 0.7100
H 0.7659 0.5848 -4.0315
H -0.3096 1.2493 -3.1518
O 0.2760 0.4992 -3.2068
H 2.1902 -1.1283 0.8371
H 2.3640 -2.7006 0.9098
O 1.7466 -1.9687 1.0432
H 2.6903 -2.1143 -2.5999
H 3.1139 -1.1308 -1.6821
O 2.3166 -1.6666 -1.8267
H 0.3650 4.0498 0.1481
H -1.1152 3.6446 -0.3695
O -0.5522 3.8950 0.3646
*
```

These are the Mulliken partial charges, in e, on atoms 1 to 5: -0.220 0.138 -0.527 -0.824 -0.237


[10]
Molecular formula: C6H20O4
Method: DFT, ωB97M-V/def2-TZVPD

Energy above the lowest of the compared OMol25 structures with the same formula, charge and spin ... 38.77 kcal/mol
LUMO energy ... 0.49 eV
F_max ... 1.473 eV Å⁻¹
Structure (SMILES) ... CC(C)O.CO.CO.CO
Electronic energy ... -541.49292 a.u.

Geometry as ORCA input:
```
! wB97M-V def2-TZVPD RIJCOSX def2/J DEFGRID3
* xyz 0 1
C 1.7259 -1.4331 -2.1320
C 1.4802 -2.4482 -1.0311
C 0.1408 -2.3225 -0.3254
O 1.5751 -3.7819 -1.5530
H 0.9601 -1.3612 -2.9018
H 2.7207 -1.6457 -2.5334
H 1.7993 -0.4247 -1.7103
H 2.2446 -2.3602 -0.2497
H -0.0076 -3.1686 0.3441
H -0.7100 -2.2021 -0.9924
H 0.2613 -1.4418 0.3106
H 2.3005 -3.8286 -2.1827
C 2.1328 0.0349 2.4307
O 0.8025 0.3000 2.8047
H 2.4254 0.5907 1.5330
H 2.8007 0.3079 3.2476
H 2.3015 -1.0355 2.2357
H 0.2949 0.3985 1.9886
C -4.3821 2.8392 0.8313
O -3.1550 2.1561 0.5547
H -4.1842 3.7209 1.4436
H -4.8943 3.1362 -0.0836
H -5.0120 2.1513 1.3881
H -2.7819 2.5515 -0.2377
C 0.1488 1.7098 -0.7064
O -0.4498 0.9992 0.3586
H 1.2229 1.7613 -0.5712
H -0.0224 1.1865 -1.6600
H -0.3353 2.6823 -0.8438
H -1.4037 0.9276 0.2433
*
```

These are the natural (NBO) partial charges, in e, on atoms 1 to 5: -0.634 0.100 -0.624 -0.729 0.213


[11]
Molecular formula: C6H21F3O9Y
Method: DFT, ωB97M-V/def2-TZVPD

Energy above the lowest of the compared OMol25 structures with the same formula, charge and spin ... 12.66 kcal/mol
LUMO energy ... 2.72 eV
F_max ... 1.694 eV Å⁻¹
Electronic energy ... -1256.49825 a.u.

Geometry as ORCA input:
```
! wB97M-V def2-TZVPD RIJCOSX def2/J DEFGRID3
* xyz -1 1
Y -1.2904 1.6356 0.4076
C -1.0852 -2.0521 1.8180
C -2.3743 -1.2787 2.1597
O -2.5068 -0.1033 1.4646
H -1.0948 -2.3050 0.7584
H -0.9922 -2.9582 2.4274
H -0.2338 -1.4158 2.0467
H -2.3353 -1.1307 3.2585
H -3.2694 -1.9097 2.0342
O 0.1902 3.3384 0.5140
H 0.9954 2.8092 0.4980
O -3.0017 3.0045 -0.1547
H -3.2873 2.5975 -0.9765
C 0.9945 -0.9696 -0.9125
O 2.4024 -0.6761 -1.0062
O 0.3991 0.1128 -0.4719
C 0.4014 -1.4946 -2.2579
F 1.2144 -2.3604 -2.8920
F -0.7660 -2.1015 -2.0843
F 0.1975 -0.4758 -3.1204
C 3.2833 -1.7749 -1.0302
C 4.6728 -1.1908 -1.2888
H 4.9453 -0.4643 -0.5204
H 5.4525 -1.9531 -1.2336
H 4.5945 -0.6867 -2.2491
H 3.0770 -2.4579 -1.8621
H 3.2162 -2.3889 -0.1222
H 0.8729 -1.8218 -0.2186
O -2.6375 0.4424 -1.2738
H -2.8255 0.4772 -2.2171
H -3.4175 0.0373 -0.8649
O -1.8794 2.7878 2.4627
H -1.3339 2.9253 3.2403
H -2.6684 3.3244 2.5965
O 0.4629 1.1085 2.3108
H 0.7720 1.7059 2.9997
H 1.0177 0.3233 2.3797
O -0.8421 2.3729 -1.8461
H -0.1217 2.9549 -2.1103
H -1.1987 2.0122 -2.6632
*
```

These are the natural (NBO) partial charges, in e, on atoms 1 to 5: 2.077 -0.626 -0.008 -0.971 0.203


[12]
Molecular formula: C6H21NO3S
Method: DFT, ωB97M-V/def2-TZVPD

LUMO energy (alpha / beta) ... -3.49 / -9.08 eV
F_max ... 8.842 eV Å⁻¹
Electronic energy ... -919.42596 a.u.

Geometry as ORCA input:
```
! wB97M-V def2-TZVPD RIJCOSX def2/J DEFGRID3
* xyz 1 2
C -0.9633 -0.4765 1.9802
C -1.2060 1.1089 2.0659
S 0.0623 2.0676 2.7598
N 0.1584 -0.7373 1.0846
C -0.1183 -1.8231 0.0450
C 1.0133 -1.9760 -1.0618
C 0.6569 -3.0521 -2.0393
C 2.2531 -2.3762 -0.4163
H -0.8948 -0.7643 3.0481
H -1.9645 -0.7328 1.4402
H -2.1972 1.3071 2.7219
H -1.4840 1.5151 1.1359
H 0.9210 1.1067 2.9660
H 0.9763 -0.9159 1.6209
H -1.0900 -1.4943 -0.5032
H -0.4072 -2.8989 0.3917
H 1.2145 -0.9650 -1.5519
H 0.6231 -4.0492 -1.5840
H 1.3839 -3.1241 -2.8692
H -0.3386 -2.8406 -2.5484
H 3.2473 -2.4003 -0.9824
H 2.4678 -1.9277 0.5250
H 2.1627 -3.4973 -0.2030
H -2.6900 -0.5892 -2.0996
H -2.4126 0.9200 -2.4588
O -2.9127 0.2390 -2.6320
H 1.5345 1.1798 -0.5638
H 1.5262 2.4984 -1.1307
O 1.8245 1.6764 -1.3358
H -0.5526 2.1486 -1.3237
H -0.1593 2.1722 -2.8846
O -0.6352 2.7099 -2.0743
*
```

These are the natural (NBO) partial charges, in e, on atoms 1 to 5: -0.243 -0.619 0.519 -0.494 -0.237